Entry 1:
Formula: C8H27O5
Source: the Open Molecules 2025 dataset
Level of theory: wB97M-V/def2-TZVPD

Properties
Kohn-Sham gap = 11.3 eV
2S+1 = 1
Total charge = +1
ΔE to the lowest compared entry with this formula, charge and spin = 118.7 kcal/mol

CARTESIAN COORDINATES (ANGSTROEM)
H (39.3260, 10.0890, 21.7370)
C (38.5570, 14.2220, 23.3390)
H (43.0860, 12.3230, 23.0740)
H (39.4490, 11.6690, 20.7590)
H (41.7030, 17.8750, 22.7480)
O (44.4420, 13.6780, 21.2600)
H (40.9150, 10.1130, 19.6550)
H (41.5360, 13.6980, 22.4390)
H (42.0850, 9.8900, 21.0740)
H (40.8010, 16.7070, 20.7760)
H (44.5970, 12.4330, 24.3920)
H (40.2730, 11.3640, 22.2380)
H (39.3010, 14.5460, 25.2780)
C (42.4000, 17.4790, 21.9390)
O (40.7800, 13.3510, 24.0980)
O (41.7000, 13.9520, 21.5750)
H (39.0340, 12.8290, 24.8830)
H (41.9230, 13.1060, 20.9720)
O (42.8870, 16.3430, 22.3600)
O (42.1720, 11.6100, 20.1190)
H (45.4470, 11.8330, 21.8610)
C (41.6380, 17.2580, 20.5790)
C (39.4390, 13.7650, 24.4520)
H (43.6870, 13.7700, 23.9850)
H (41.1720, 18.2590, 20.2220)
C (44.0740, 12.7450, 23.4840)
H (45.0690, 14.0010, 20.5120)
H (43.5790, 16.5660, 22.7960)
C (41.3220, 10.4660, 20.5520)
H (40.9810, 13.0730, 24.8830)
H (46.0450, 13.6320, 22.6380)
H (42.8860, 11.2910, 19.5280)
H (38.7600, 13.4850, 22.6500)
H (42.2610, 17.0120, 19.7530)
H (43.2270, 18.1740, 21.4840)
H (37.5030, 13.9600, 23.6000)
C (40.0230, 10.9410, 21.3750)
H (42.4250, 14.5410, 21.6030)
C (45.1130, 12.8840, 22.3240)
H (38.6050, 15.2500, 22.9790)

Cartesian forces, eV/Å:
1.29 1.03 -1.26
-1.24 -0.22 0.96
1.83 -0.40 1.19
0.31 -0.65 0.32
0.91 0.48 -1.28
1.25 0.09 -1.25
-0.13 -1.43 -1.17
-1.15 -1.20 4.05
-0.98 -0.86 0.16
-2.03 -2.21 -0.08
-0.53 -1.40 -0.35
1.32 2.14 3.67
1.34 -0.93 -0.76
-2.28 5.10 -4.26
-2.53 3.73 -6.69
-1.03 -1.98 -4.72
-0.35 0.53 -0.21
0.02 0.83 0.62
-4.43 -6.31 -2.79
-0.67 0.72 0.44
-0.56 2.37 1.32
0.06 4.28 1.03
-1.77 0.58 2.12
1.06 -1.49 -1.86
0.85 -1.28 0.83
-0.93 2.76 -0.16
-1.30 -1.13 2.26
7.41 1.25 4.84
-0.30 1.91 1.16
3.24 -2.96 6.85
-2.09 -2.63 -0.46
-0.70 0.30 0.62
0.33 -1.10 -2.75
0.57 -0.94 -0.36
-1.14 -0.57 1.98
0.69 0.65 0.12
-0.41 -2.52 -3.45
2.41 1.94 -0.10
1.32 1.77 -0.66
0.35 -0.24 0.09

=====

Entry 2:
Formula: C8H28B3CaO2
Source: the Open Molecules 2025 dataset
Level of theory: wB97M-V/def2-TZVPD

Properties
Kohn-Sham gap = 8.7 eV
2S+1 = 1
Total charge = -1

CARTESIAN COORDINATES (ANGSTROEM)
H (-2.1037, -17.2464, 8.5845)
H (-1.1552, -20.2702, 11.5070)
H (1.9988, -20.8462, 8.0613)
H (-0.2986, -14.2957, 9.0087)
H (5.4328, -18.5832, 12.4417)
H (-3.8448, -17.4049, 12.5862)
H (-1.4438, -18.7103, 7.8197)
H (3.2208, -19.8109, 8.6624)
C (-1.4345, -19.5485, 12.2746)
B (2.1498, -19.9107, 8.5773)
H (4.9115, -15.8265, 13.8232)
B (0.5744, -13.9886, 9.5635)
H (1.8055, -19.1922, 7.8497)
H (0.5410, -12.9290, 9.7643)
H (0.6559, -14.4819, 10.5197)
C (-2.9427, -19.3786, 12.4273)
H (2.9000, -17.3720, 13.5866)
O (3.4719, -17.0232, 11.6731)
H (-1.8821, -16.3459, 12.3266)
H (1.6411, -19.7772, 9.5195)
H (-3.3347, -20.1381, 13.1037)
C (5.2637, -16.4172, 12.9775)
C (-3.0574, -17.9942, 13.0561)
H (4.2179, -15.0745, 11.7448)
H (-3.3837, -18.0992, 14.0908)
C (4.8672, -17.9483, 13.1237)
H (5.1252, -18.1583, 14.1617)
H (3.0762, -18.8598, 12.5834)
H (-1.2506, -17.0429, 13.7425)
C (4.6523, -16.0721, 11.6798)
H (-0.9758, -19.8437, 13.2183)
C (3.4367, -17.8475, 12.7656)
B (-1.7592, -17.6903, 7.6634)
H (-0.9795, -17.1098, 7.1951)
O (-1.0183, -18.2131, 12.0282)
C (-1.7607, -17.3115, 12.8175)
H (-2.6450, -17.7221, 7.0482)
Ca (0.7650, -17.0720, 9.4189)
H (6.3281, -16.2886, 12.7814)
H (1.4852, -14.2221, 9.0340)
H (5.3946, -16.2380, 10.8991)
H (-3.3581, -19.4746, 11.4242)

Cartesian forces, eV/Å:
-1.08 1.98 4.17
0.24 0.56 -0.25
-1.09 -3.71 -1.48
-3.42 -1.40 -2.14
-0.04 0.07 -0.01
-0.17 -0.17 -0.10
1.45 -4.04 0.77
4.22 0.66 0.71
-0.55 0.42 0.89
0.36 0.37 0.15
0.05 -0.11 -0.04
-0.17 -0.58 -0.31
-1.57 3.56 -2.96
-0.09 3.93 0.72
0.11 -2.46 4.29
0.50 -0.71 0.01
-0.43 -0.14 0.21
-0.35 1.74 -3.33
0.11 -0.24 -0.56
-2.27 0.40 4.19
-0.25 -0.11 -0.27
1.42 -1.44 -0.16
-2.23 -0.08 0.00
0.12 0.01 -0.83
0.44 0.17 0.19
1.99 1.89 1.53
-0.31 -0.73 0.00
-0.62 0.27 -0.56
0.36 -0.40 0.30
-2.39 -0.69 1.20
0.06 -0.34 0.22
0.70 -0.77 1.30
0.53 -0.27 0.48
3.41 2.54 -1.89
1.65 0.41 -1.47
0.56 0.53 0.42
-3.20 0.04 -2.56
-1.01 -0.18 -0.98
0.28 0.00 0.93
3.84 -1.07 -2.48
-0.80 -0.11 -0.52
-0.36 0.19 0.20

=====

Entry 3:
Formula: C8H28B3MnO4S2
Source: the Open Molecules 2025 dataset
Level of theory: wB97M-V/def2-TZVPD

Properties
Kohn-Sham gap (spin up / spin down) = 5.5 / 5.8 eV
2S+1 = 6
<S²> = 8.756
Total charge = -1
ΔE to the lowest compared entry with this formula, charge and spin = 236.4 kcal/mol

CARTESIAN COORDINATES (ANGSTROEM)
H (-4.6490, 3.3520, 1.3768)
H (-0.0436, 4.8343, 1.2666)
O (-4.1437, 0.0760, 2.4739)
H (3.8722, -3.3502, -2.5313)
C (-5.0825, 2.5035, 1.9061)
H (-5.7219, 2.4053, -0.7925)
C (-6.1729, 1.6896, -0.1051)
B (1.8894, 1.9914, -3.3197)
H (-7.1689, 1.4473, -0.4756)
H (2.0819, 2.2895, -4.3387)
H (4.5130, -3.8414, -0.4465)
S (1.6848, -3.6664, -1.2037)
H (2.2295, 0.9709, -3.2347)
H (3.6725, -6.4949, -0.1678)
C (-6.3933, 2.4490, 1.1702)
H (5.1372, -5.2069, -1.1928)
S (-4.1182, 1.0512, 1.4158)
C (1.8502, -5.2263, -0.1340)
C (3.3540, -4.1693, -2.0326)
H (3.6919, -5.2931, 1.1268)
H (4.3991, 2.3940, 1.5379)
O (1.7837, -2.4010, -0.4238)
O (-2.7862, 1.4394, 0.9052)
H (-4.5870, 0.5022, -0.9348)
H (3.2240, 1.3653, 2.1507)
H (4.8714, 0.9725, 2.5632)
C (-5.1540, 0.5688, -0.0062)
H (0.8644, 2.1846, -3.0436)
B (0.9171, 5.2533, 1.5230)
O (0.6824, -3.8981, -2.2009)
C (3.3919, -5.4749, 0.0947)
B (4.2368, 1.3548, 1.7787)
H (3.1900, -4.9635, -2.7608)
H (0.7998, 6.3207, 1.6290)
H (1.3304, 4.6885, 2.3443)
H (1.2571, -5.0357, 0.7604)
H (-7.0013, 1.7802, 1.7794)
H (-6.9294, 3.3969, 1.1229)
Mn (1.3731, 2.0173, -0.0233)
H (-4.9406, 2.3852, 2.9803)
H (4.3200, 0.8175, 0.8467)
H (2.5672, 2.5002, -2.6519)
C (4.1808, -4.7236, -0.9937)
H (1.5969, 5.1775, 0.6886)
H (-5.5400, -0.3950, 0.3259)
H (1.4699, -6.0388, -0.7532)

Cartesian forces, eV/Å:
1.18 0.13 0.99
-4.33 -1.81 -1.07
-0.59 -0.07 -0.02
-0.51 0.24 0.00
1.29 0.22 -1.16
-0.18 0.04 -0.44
-0.13 1.28 -1.40
-0.16 -0.76 1.06
0.29 -0.47 -0.37
0.58 1.63 -3.71
0.45 0.34 0.10
3.06 -0.35 0.62
0.73 -4.32 0.36
-0.81 -0.52 0.65
-1.00 -2.18 2.63
-0.39 -0.31 -0.77
2.49 0.76 -1.79
0.93 0.92 -0.06
-1.12 0.43 -1.61
0.12 0.29 -0.28
0.95 4.05 -0.78
-0.29 -2.77 -1.51
-1.79 -0.31 0.65
0.22 -0.22 0.42
-5.31 -0.11 1.80
2.17 -1.65 2.97
-0.36 -0.22 0.98
-4.62 0.54 1.16
0.09 -1.26 0.34
-0.80 0.42 0.07
-1.11 -0.79 -0.99
0.31 0.43 -1.26
-0.99 0.30 -0.35
-0.51 4.08 0.60
1.59 -1.80 3.43
0.11 -0.30 -0.03
-0.69 0.10 0.14
0.33 -0.03 -0.36
1.78 1.24 -0.29
-0.68 0.98 0.04
0.47 -2.47 -3.76
3.02 2.72 3.00
1.69 1.88 4.08
3.15 -0.58 -3.82
-0.22 -0.05 -0.34
-0.42 0.33 0.07

=====

What DFT total energy values result from the calculations? In sequence: -696.7608; -1223.9966; -2643.9853 Ha.